ORCA calculation (ωB97M-V/def2-TZVPD) on a gas-phase ion, C4H10NO2 (charge +1).

Last column: Mulliken charge in e.
Atoms and positions in Å:
O: -0.33 -0.98 -2.78  -0.43
C: -0.75 -0.99 -1.66  -0.07
C: -0.31 0.09 -0.68  -0.19
C: -0.11 -0.38 0.78  0.32
C: -0.67 0.56 1.82  -1.22
O: 1.29 -0.59 0.90  -0.54
N: 0.98 0.62 -1.24  -0.35
H: -1.45 -1.78 -1.32  0.38
H: -1.01 0.91 -0.73  0.47
H: -0.59 -1.36 0.86  0.24
H: -0.11 0.47 2.74  0.36
H: -0.63 1.61 1.53  0.33
H: -1.70 0.32 2.10  0.36
H: 1.55 -0.68 1.82  0.32
H: 1.32 1.42 -0.70  0.33
H: 0.85 0.90 -2.21  0.35
H: 1.67 -0.13 -1.24  0.34

Energy relative to the best compared isomer or geometry (same formula, charge and spin) (kJ/mol): 145.69
Calculated total energy (eV): -9888.078
Kohn-Sham gap (eV): 11.18
Charge: +1